A | Computed, not measured: one molecule with the formula C22H21NO3, with wB97M-V/def2-TZVPD.

Atoms and positions in Å:
1 C 2.2922 2.3903 6.1557
2 H 2.6629 3.3008 5.6751
3 O 2.7340 1.2336 5.4831
4 C 2.3706 1.0448 4.1939
5 C 2.8407 -0.1194 3.5955
6 C 2.5257 -0.4053 2.2757
7 C 1.7307 0.4762 1.5192
8 C 1.2641 1.6379 2.1411
9 C 1.5725 1.9229 3.4507
10 H 1.1908 2.8286 3.8934
11 H 0.6319 2.3056 1.5793
12 C 1.4557 0.1221 0.1507
13 C 1.9617 -1.0349 -0.3313
14 C 2.7653 -1.9368 0.4703
15 O 3.2238 -2.9846 0.0871
16 O 3.0127 -1.5568 1.7628
17 H 1.7988 -1.3506 -1.3503
18 C 0.6480 1.0374 -0.7239
19 N -0.6567 1.3426 -0.1471
20 C -1.4359 2.2139 -1.0106
21 C -2.1282 1.5000 -2.1366
22 C -2.3144 0.1810 -2.1625
23 C -3.0143 -0.4847 -3.2721
24 C -2.6152 -1.7408 -3.7247
25 C -3.2733 -2.3562 -4.7734
26 C -4.3501 -1.7357 -5.3829
27 C -4.7651 -0.4929 -4.9346
28 C -4.1042 0.1262 -3.8909
29 H -4.4469 1.0864 -3.5343
30 H -5.6112 -0.0060 -5.3977
31 H -4.8659 -2.2193 -6.1992
32 H -2.9438 -3.3264 -5.1158
33 H -1.7726 -2.2369 -3.2667
34 C -1.7963 -0.6877 -1.0453
35 C -1.4374 0.1617 0.1790
36 H -2.3541 0.5137 0.6602
37 H -0.8818 -0.4363 0.9053
38 H -0.9114 -1.2370 -1.3793
39 H -2.5526 -1.4269 -0.7727
40 H -2.4845 2.1275 -2.9404
41 H -2.1934 2.7075 -0.3856
42 H -0.7837 2.9976 -1.4065
43 H 1.1882 1.9876 -0.8169
44 H 0.5715 0.5989 -1.7313
45 H 3.4518 -0.8028 4.1607
46 H 2.7064 2.3202 7.1601
47 H 1.2003 2.4271 6.2170

Calculated values
spin multiplicity	1
E_LUMO	0.16	eV
structure (SMILES)	COc1ccc2c(CN3CC=C(c4ccccc4)CC3)cc(=O)oc2c1
charge	0
HOMO level	-8.41	eV

***

B | Computed, not measured: a 2-piece molecular cluster, C22H21NO3 overall, with wB97M-V/def2-TZVPD.

Atoms and positions in Å:
1 C -5.9749 3.4722 0.2629
2 O -6.0871 2.0674 0.2171
3 C -4.8663 1.4084 0.2243
4 C -4.8471 0.0027 0.2731
5 C -3.6702 -0.6892 0.3508
6 C -2.4360 -0.0138 0.3678
7 C -1.2129 -0.7097 0.5792
8 C 0.0218 -0.0920 0.4845
9 C 1.2030 -0.5743 1.0045
10 C 2.4181 0.1651 0.9968
11 C 3.4638 -0.1947 1.8632
12 C 4.6151 0.5386 1.9120
13 C 4.8039 1.6616 1.0883
14 O 6.0121 2.3397 1.1746
15 C 6.1343 3.4182 0.2783
16 C 3.7578 2.0205 0.2233
17 C 2.5989 1.2984 0.1801
18 C -2.4572 1.3909 0.2592
19 C -3.6329 2.0783 0.1965
20 H -6.9751 3.9055 0.2719
21 H -5.4525 3.7714 1.1757
22 H -5.4466 3.8290 -0.6244
23 H -5.7857 -0.5211 0.2530
24 H -3.6680 -1.7655 0.3769
25 H -1.2579 -1.7297 0.9229
26 H 0.0612 0.8699 0.0101
27 H 1.1928 -1.5126 1.5272
28 H 3.3322 -1.0514 2.5017
29 H 5.4087 0.2621 2.5799
30 H 7.1228 3.8598 0.4077
31 H 6.0371 3.0623 -0.7507
32 H 5.3772 4.1710 0.5074
33 H 3.8729 2.8650 -0.4313
34 H 1.8320 1.5693 -0.5227
35 H -1.5297 1.9339 0.2638
36 H -3.6097 3.1512 0.1399
37 O 1.6704 -2.4673 -1.6866
38 C 0.8070 -3.3427 -1.7747
39 C 0.8230 -4.5211 -0.9769
40 C -0.1527 -5.4516 -1.1224
41 N -1.1744 -5.3595 -1.9802
42 C -1.1990 -4.2589 -2.7394
43 C -0.2832 -3.2600 -2.6858
44 H 1.6263 -4.6521 -0.2770
45 H -0.1164 -6.3504 -0.5255
46 H -2.0085 -4.1940 -3.4507
47 H -0.3486 -2.4010 -3.3265

Calculated values
spin multiplicity	1
E_LUMO	-2.63	eV
charge	0
HOMO level	-6.06	eV

***

Which structure wins on stability? A wins.

***

A | Computed, not measured: a 2-piece molecular cluster, C8H10O2 overall, with wB97M-V/def2-TZVPD.

Atoms and positions in Å:
1 C -2.8419 -0.9244 -0.5638
2 C -2.4419 0.1434 -1.2975
3 C -1.8440 1.2487 -0.6848
4 C -1.7181 1.2136 0.7760
5 C -1.7729 0.0335 1.4658
6 C -2.5242 -0.9907 0.8210
7 C 2.9751 -0.1287 -0.1128
8 C 2.1070 -1.3215 -0.3824
9 H -3.3009 -1.8092 -1.0503
10 H -2.2746 -0.1739 -2.5229
11 H -1.6116 2.2479 -0.9269
12 H -1.4444 2.0117 1.3498
13 H -1.3550 -0.2517 2.4687
14 H -2.4823 -1.9362 1.4179
15 H 2.9976 1.8350 0.2311
16 H 2.7858 -2.2667 -0.2893
17 H 1.1427 -1.4410 0.0677
18 H 1.7261 -1.5022 -1.4912
19 O 4.0555 -0.1393 0.4624
20 O 2.4671 1.0948 -0.3853

Calculated values
spin multiplicity	1
E_LUMO	0.58	eV
structure (SMILES)	c1ccccc1.CC(=O)O
charge	0
HOMO level	-9.23	eV

***

B | Computed, not measured: a 2-piece molecular cluster, C8H10O2 overall, with wB97M-V/def2-TZVPD.

Atoms and positions in Å:
1 C 0.1168 -2.3458 -0.7513
2 C -0.5145 -3.4602 -1.5490
3 C -0.4101 1.9241 -0.3822
4 C 0.0042 3.0144 0.2021
5 C 0.6409 2.9134 1.4463
6 C 0.7551 1.6668 2.0710
7 C 0.1566 0.4396 1.5598
8 C -0.3005 0.6478 0.2041
9 H 0.4640 -0.7125 -1.0984
10 H -0.5978 -4.5208 -1.0998
11 H -1.6183 -3.2108 -1.8810
12 H -0.0181 -3.4987 -2.5792
13 H -0.7555 1.9939 -1.3719
14 H -0.1563 4.0015 -0.4075
15 H 0.8938 3.8853 1.8087
16 H 1.2485 1.5712 3.1018
17 H 0.2633 -0.5373 2.1616
18 H -0.9089 -0.1952 -0.0861
19 O 0.8273 -2.3126 0.2231
20 O -0.0904 -1.2640 -1.5720

Calculated values
spin multiplicity	1
E_LUMO	0.79	eV
structure (SMILES)	c1ccccc1.CC(=O)O
charge	0
HOMO level	-9.24	eV

***

Which structure wins on stability? B wins.

***

A | Computed, not measured: a 2-piece molecular cluster, CH2O2S2 overall, with wB97M-V/def2-TZVPD.

Atoms and positions in Å:
1 C -1.6256 0.1541 0.1617
2 O 2.1242 -0.6456 -0.5398
3 O -1.3120 -0.9581 0.4168
4 S 3.2123 -0.8190 0.4097
5 S -0.4225 1.3164 -0.3941
6 H 0.7190 0.5850 -0.3784
7 H -2.6953 0.3672 0.3242

Calculated values
spin multiplicity	1
E_LUMO (spin up / spin down)	-1.91 / -1.93	eV
structure (SMILES)	O=CS.O=S
charge	0
HOMO level (spin up / spin down)	-9.67 / -9.68	eV

***

B | Computed, not measured: one molecule with the formula CH2O2S2, with wB97M-V/def2-TZVPD.

Atoms and positions in Å:
1 C -0.2702 -0.6985 -0.0341
2 O 1.9083 0.6367 -0.0934
3 O 0.5635 0.7373 0.0830
4 S 0.2861 -2.1549 0.0427
5 S -1.7111 0.0214 0.0279
6 H 2.2100 0.6993 0.8590
7 H -2.5360 -0.9904 -0.1118

Calculated values
spin multiplicity	1
E_LUMO	-0.22	eV
structure (SMILES)	OOC(=S)S
charge	0
HOMO level	-9.41	eV

***

Which structure wins on stability? A wins.

***

A | Computed, not measured: a 2-piece molecular cluster, C3H8OS overall, with wB97M-V/def2-TZVPD.

Atoms and positions in Å:
1 C -0.6518 -1.4503 -1.3483
2 S 1.0224 -1.3546 -2.0331
3 H -1.3315 -1.7235 -2.1582
4 H -0.7248 -2.2317 -0.6037
5 H -1.0062 -0.5008 -0.9679
6 H 0.6762 -0.5697 -3.0596
7 O -0.7366 -0.1796 2.2059
8 C -0.1658 0.8747 2.1363
9 C 0.6927 1.2964 0.9739
10 H -0.3274 1.6375 2.9296
11 H 1.6222 0.7401 0.9122
12 H 0.8370 2.3752 0.9334
13 H 0.0936 1.0861 0.0794

Calculated values
spin multiplicity	1
E_LUMO	0.91	eV
structure (SMILES)	CC=O.CS
charge	0
HOMO level	-9.08	eV

***

B | Computed, not measured: a 2-piece molecular cluster, C3H8OS overall, with wB97M-V/def2-TZVPD.

Atoms and positions in Å:
1 O 2.2476 -4.2419 1.1391
2 C 2.6999 -5.3437 1.2414
3 H 3.2971 -5.7543 0.3998
4 H 2.5890 -6.0164 2.1090
5 C 0.0361 2.7249 -0.8925
6 S -0.7867 2.1530 0.5967
7 C -2.4812 1.9952 -0.1032
8 H 0.6776 3.5551 -0.6331
9 H -0.6886 3.0552 -1.6355
10 H 0.6450 1.9894 -1.4265
11 H -2.3662 1.2384 -0.8745
12 H -3.1668 1.6990 0.6784
13 H -2.7030 2.9460 -0.5990

Calculated values
spin multiplicity	1
E_LUMO	0.97	eV
structure (SMILES)	C=O.CSC
charge	0
HOMO level	-8.34	eV

***

Which structure wins on stability? A wins.